Record 1
C13H23F3GaO5 as an isolated structure at a distorted geometry, computed with wB97M-V/def2-TZVPD.

Output
HOMO energy in eV: -5.1
Charge: -1
HOMO-LUMO gap in eV: 7.41

CARTESIAN COORDINATES (ANGSTROEM)
Ga -0.7792 -0.6686 -3.2946
F -2.6314 -2.8885 -2.5072
F -0.6784 -3.6175 -3.8768
F -0.4369 -3.0139 -1.5811
O -1.4582 5.4995 3.1194
O -1.6003 0.0369 2.6552
O -0.8229 0.2739 0.5175
O 3.7688 -2.0764 -3.4273
O 0.6716 6.3277 3.2109
C -1.6696 -1.0354 3.5939
C -1.6735 -2.2918 2.7631
C 2.4525 -1.4267 -3.7406
C -1.0434 3.5539 1.9020
C -0.1066 5.4282 2.9401
C 0.2751 4.0787 2.4114
C -2.0400 4.2359 2.8022
C 0.7411 -0.1016 -2.0148
C 3.4551 -3.2425 -2.5812
C 2.2571 -0.2472 -2.6197
C -0.8331 -1.9033 1.5730
C -1.0802 -0.4279 1.4815
C -1.1953 -2.6822 -2.8352
H 3.1993 -4.1312 -3.3351
H -1.1185 2.4635 1.9246
H 2.5728 -0.9096 -4.7837
H 0.5794 1.0609 -1.7973
H 1.6627 -2.2889 -3.7036
H 2.9544 -0.5479 -1.6985
H -2.2051 3.6837 3.7334
H 0.6655 3.4706 3.2321
H -3.0023 4.3875 2.3047
H -2.5786 -0.9410 4.1951
H 0.6076 -0.6391 -0.9635
H -0.7989 -0.9772 4.2556
H 1.0105 4.1636 1.6080
H 0.2315 -2.0770 1.7525
H 2.5241 -3.0820 -1.8651
H -1.1618 -2.4152 0.6655
H -1.2937 -3.1646 3.3007
H -2.1481 0.1332 -2.9401
H 2.6721 0.8157 -2.9686
H 4.3481 -3.5576 -1.8572
H -2.6954 -2.5155 2.4336
H -1.1937 3.8820 0.8662
H -0.4043 -0.6250 -4.8509

Atomic forces in eV per Å
Ga 0.0 0.5 0.4
F 3.5 -0.9 -0.8
F -1.9 1.1 2.9
F -1.9 -0.4 -2.5
O 0.8 0.6 0.1
O 0.0 0.3 -0.3
O -0.9 -0.7 2.4
O -1.8 -1.1 1.0
O -1.6 -1.0 -0.3
C -0.2 -0.1 0.7
C -0.3 -0.8 0.2
C 0.9 1.0 0.5
C -0.1 -0.8 -0.6
C 1.4 1.3 0.7
C -0.1 -0.2 -0.5
C -0.6 -0.4 -0.1
C 0.8 1.2 0.8
C -0.1 -0.9 0.1
C 0.1 -0.2 1.4
C -0.3 -0.5 -0.1
C 0.9 1.2 -2.3
C 0.4 0.0 0.5
H 0.5 1.6 1.8
H -0.1 0.2 -0.1
H -0.4 -1.4 1.8
H 0.3 -2.4 -0.3
H 1.1 2.1 -0.3
H -1.2 0.5 -2.1
H 0.0 0.0 0.0
H 0.1 0.1 -0.1
H 0.1 0.2 0.2
H 0.2 0.2 -0.1
H 0.6 1.1 -2.4
H 0.0 0.0 0.0
H 0.1 0.0 0.4
H 0.0 0.0 -0.2
H 1.8 -0.1 -1.6
H 0.4 0.2 -0.1
H -0.1 0.1 0.0
H 0.2 -0.2 -0.1
H -0.9 -2.5 0.4
H -1.6 0.9 -1.9
H 0.2 0.0 0.1
H 0.0 -0.1 0.2
H 0.0 0.0 0.1

Atomic partial charges in e from the natural (NBO) method, atoms 1 to 5: 0.744 -0.404 -0.408 -0.432 -0.494

***

Record 2
One molecule with the formula C22H23BrN4O4 at a distorted geometry, computed with wB97M-V/def2-TZVPD.

Output
HOMO energy in eV: -7.7
Energy relative to the best compared isomer or geometry (same formula, charge and spin) in eV: 0.000
HOMO-LUMO gap in eV: 7.70
SMILES: CCCCn1c(=O)[nH]c(=O)c2c1nc(-c1ccc(-c3ccccc3Br)o1)n2CCOC

CARTESIAN COORDINATES (ANGSTROEM)
Br 4.9692 -1.6096 -0.4350
O -6.7958 -0.0039 0.6651
O 0.2366 0.8269 -1.9607
O -3.8780 3.2028 -0.6799
O 1.1864 0.5289 0.6913
N -2.1884 -0.7740 0.9965
N -4.5931 -0.5206 0.8805
N -5.2770 1.5439 0.0158
N -1.6311 1.2270 0.1717
C 2.0803 -1.4864 1.0311
C -0.8845 2.2915 -0.4448
C -4.8712 -1.8538 1.3819
C -0.5961 1.9610 -1.9112
C 0.1779 -0.3566 0.8009
C 4.6583 2.7519 1.1871
C -5.1998 -2.8460 0.2651
C 5.9302 0.9376 0.2818
C 3.5339 1.9529 1.1981
C -4.1289 -2.1097 -1.9353
C -5.6351 0.3070 0.5316
C 5.8653 2.2423 0.7355
C -4.0549 -3.0483 -0.7350
C -3.0046 1.1564 0.1809
C 2.3477 -0.1539 0.8122
C 4.7965 0.1430 0.2890
C -3.3121 -0.0957 0.7050
C -1.1894 0.0386 0.6577
C -4.0152 2.0894 -0.2107
C 3.5738 0.6241 0.7611
C 0.5281 0.4055 -3.2674
C 0.6829 -1.6170 1.0288
H -1.5416 1.7668 -2.4412
H -3.9810 -2.1723 1.9259
H -6.0962 -2.5063 -0.2562
H -4.0875 -4.0749 -1.1057
H -5.4358 -3.7956 0.7482
H 6.8596 0.5331 -0.0890
H 2.7860 -2.2732 1.1973
H -5.7245 -1.7782 2.0608
H 1.0534 1.1877 -3.8291
H -5.0740 -2.2360 -2.4598
H 6.7523 2.8564 0.7281
H -0.1055 2.8229 -2.3881
H -6.0636 2.1358 -0.2279
H -4.0436 -1.0686 -1.6350
H 0.0568 2.4292 0.0870
H -3.3200 -2.3269 -2.6300
H 4.5958 3.7717 1.5350
H -3.1007 -2.9085 -0.2236
H 0.1073 -2.5077 1.1661
H 1.1688 -0.4689 -3.1744
H -0.3854 0.1348 -3.8109
H 2.5950 2.3425 1.5606
H -1.4912 3.1982 -0.3973

Atomic forces in eV per Å
Br 0.1 0.1 0.0
O -0.4 -0.1 0.0
O -0.1 0.1 0.3
O 0.0 0.2 -0.1
O 0.0 0.3 0.0
N 0.0 -0.3 0.1
N -0.1 0.0 0.1
N -0.3 0.3 -0.1
N 0.0 -0.5 0.4
C 0.2 0.7 -0.1
C 0.5 0.4 -0.7
C -0.4 -0.4 0.0
C 0.0 0.1 0.1
C 0.6 -1.3 0.3
C 0.0 0.0 0.0
C 0.2 0.1 0.1
C 0.0 0.0 0.0
C 0.0 -0.1 0.0
C 0.1 -0.2 0.1
C 0.1 0.1 0.0
C 0.0 0.0 0.0
C -0.2 0.0 -0.1
C -0.5 -0.7 0.3
C 0.1 -1.1 0.2
C -0.1 -0.2 -0.1
C 0.8 1.2 -0.5
C -0.6 0.6 -0.1
C 0.2 -0.2 0.1
C 0.1 0.3 -0.1
C 0.0 0.0 -0.1
C -0.6 0.8 -0.1
H 0.1 0.1 0.0
H -0.1 0.0 0.0
H -0.1 -0.1 0.0
H 0.1 0.0 0.0
H -0.1 0.0 0.0
H 0.0 0.0 0.0
H 0.2 0.0 0.0
H 0.2 0.0 0.0
H 0.0 0.0 0.0
H -0.1 0.0 -0.1
H 0.1 0.1 0.0
H -0.1 0.0 0.0
H 0.1 -0.1 0.0
H 0.0 0.2 0.0
H -0.2 0.1 0.0
H 0.1 0.1 -0.1
H 0.0 0.1 0.0
H 0.1 -0.1 0.0
H -0.2 -0.2 0.0
H 0.0 0.0 -0.1
H 0.0 0.0 0.0
H -0.1 0.0 0.0
H 0.1 -0.1 0.0

Atomic partial charges in e from the natural (NBO) method, atoms 1 to 5: 0.059 -0.626 -0.550 -0.621 -0.411

***

Going through the records in order, we get energy values of -3109.65002; -3946.20264 hartree.